#P
This record from the Open Molecules 2025 dataset describes C3H3NO3 in the gas phase. The level of theory is wB97M-V/def2-TZVPD.

## Properties
net charge: 0
structure (SMILES): [H]/N=C(/C=O)OC=O
HOMO-LUMO gap: 10.54 eV
HOMO level: -11.000 eV

Bonds (Å) are listed after each position.
Cartesian coordinates (Å):
1 H 2.0205 -1.3004 -0.9437  N2 1.020
2 N 1.9178 -0.7056 -0.1208  H1 1.020, C3 1.261
3 C 0.7639 -0.2019 -0.0532  N2 1.261, C4 1.506, O6 1.358
4 C 0.4648 0.7537 1.0717  C3 1.506, O5 1.205, H9 1.102
5 O -0.5699 1.3689 1.1309  C4 1.205
6 O -0.2058 -0.3383 -0.9944  C3 1.358, C7 1.395
7 C -1.5540 -0.1763 -0.6756  O6 1.395, O8 1.189, H10 1.094
8 O -2.1635 -0.9528 -0.0133  C7 1.189
9 H 1.2841 0.8595 1.8013  C4 1.102
10 H -1.9579 0.6933 -1.2029  C7 1.094

#Q
This record from the Open Molecules 2025 dataset describes C3H3NO3 in the gas phase. The level of theory is wB97M-V/def2-TZVPD.

## Properties
net charge: 0
structure (SMILES): [H]/N=C(/C=O)OC=O
HOMO-LUMO gap: 10.38 eV
HOMO level: -11.084 eV

Bonds (Å) are listed after each position.
Cartesian coordinates (Å):
1 H -0.4616 1.9703 -1.4893  N2 1.022
2 N -1.0906 1.2726 -1.0863  H1 1.022, C3 1.261
3 C -0.4777 0.5090 -0.2923  N2 1.261, C4 1.507, O6 1.365
4 C -1.2799 -0.5542 0.4133  C3 1.507, O5 1.205, H9 1.103
5 O -0.7959 -1.3614 1.1659  C4 1.205
6 O 0.8359 0.6690 0.0411  C3 1.365, C7 1.378
7 C 1.6551 -0.4070 0.3041  O6 1.378, O8 1.189, H10 1.093
8 O 2.7129 -0.2368 0.8201  C7 1.189
9 H -2.3553 -0.4993 0.1730  C4 1.103
10 H 1.2571 -1.3622 -0.0495  C7 1.093

#R
This record from the Open Molecules 2025 dataset describes C3H3NO3 in the gas phase. The level of theory is wB97M-V/def2-TZVPD.

## Properties
net charge: 0
structure (SMILES): [H]/N=C(/C=O)OC=O
HOMO-LUMO gap: 10.45 eV
HOMO level: -10.830 eV

Bonds (Å) are listed after each position.
Cartesian coordinates (Å):
1 H 1.3463 -1.2069 -1.6396  N2 1.024
2 N 1.5987 -0.9137 -0.6912  H1 1.024, C3 1.256
3 C 0.7112 -0.1567 -0.2248  N2 1.256, C4 1.515, O6 1.384
4 C 0.8175 0.5089 1.1324  C3 1.515, O5 1.204, H9 1.102
5 O 0.0788 1.4135 1.4264  C4 1.204
6 O -0.3833 0.2775 -0.9513  C3 1.384, C7 1.362
7 C -1.5941 0.0571 -0.3672  O6 1.362, O8 1.196, H10 1.095
8 O -1.7809 -0.7169 0.5247  C7 1.196
9 H 1.6060 0.1453 1.8113  C4 1.102
10 H -2.3507 0.6724 -0.8662  C7 1.095

Short version: #R is the most stable of them.

#P
This record from the Open Molecules 2025 dataset describes C3H3NO3 in the gas phase. The level of theory is wB97M-V/def2-TZVPD.

## Properties
net charge: 0
structure (SMILES): [H]/N=C(/C=O)C(=O)O
HOMO-LUMO gap: 9.13 eV
HOMO level: -10.021 eV

Bonds (Å) are listed after each position.
Cartesian coordinates (Å):
1 H -1.9699 0.7688 0.0918  N2 1.034
2 N -1.1215 1.3407 -0.0608  H1 1.034, C3 1.292
3 C -0.0949 0.5971 0.1877  N2 1.292, C4 1.601, C6 1.498
4 C 1.3776 0.9833 -0.3066  C3 1.601, O5 1.209, H9 1.100
5 O 2.4007 0.7161 0.2803  C4 1.209
6 C -0.1542 -0.8956 0.3000  C3 1.498, O7 1.228, O8 1.340
7 O 0.8825 -1.5497 0.2258  C6 1.228
8 O -1.3818 -1.4019 0.1190  C6 1.340, H10 0.980
9 H 1.3198 1.8126 -1.0274  C4 1.100
10 H -1.2582 -2.3714 0.1903  O8 0.980

#Q
This record from the Open Molecules 2025 dataset describes C3H3NO3 in the gas phase. The level of theory is wB97M-V/def2-TZVPD.

## Properties
net charge: 0
structure (SMILES): O=C1CO[C@@H]2ON12
HOMO-LUMO gap: 10.74 eV
HOMO level: -10.164 eV

Bonds (Å) are listed after each position.
Cartesian coordinates (Å):
1 O 2.5672 0.9143 -0.0957  C2 1.191
2 C 1.6123 0.2038 -0.0441  O1 1.191, C3 1.545, N7 1.404
3 C 0.1705 0.6725 0.2532  C2 1.545, O4 1.418, H8 1.097, H9 1.088
4 O -0.6848 -0.2742 -0.3660  C3 1.418, C5 1.329
5 C -0.0549 -1.4439 -0.4123  O4 1.329, O6 1.345, N7 1.687, H10 1.081
6 O 0.7233 -1.8463 0.6083  C5 1.345, N7 1.460
7 N 1.6074 -1.1693 -0.3367  C2 1.404, C5 1.687, O6 1.460
8 H 0.0304 0.7068 1.3408  C3 1.097
9 H -0.0406 1.6550 -0.1648  C3 1.088
10 H -0.4146 -2.1541 -1.1439  C5 1.081

Short version: #P is the most stable of them.

#P
This record from the Open Molecules 2025 dataset describes 14 unconnected molecules or ions with the total composition C7H41NO13. The level of theory is wB97M-V/def2-TZVPD.

## Properties
net charge: 0
HOMO-LUMO gap: 9.42 eV
HOMO level: -9.280 eV

Bonds (Å) are listed after each position.
Cartesian coordinates (Å):
1 C -1.7943 -1.8841 -0.4351  C2 1.660, H9 1.079, H10 1.117, H11 1.119
2 C -1.2185 -0.3705 -0.7999  C1 1.660, C3 1.550, N8 1.428, H12 1.082
3 C -0.3589 0.1145 0.3950  C2 1.550, C4 1.559, H13 1.140, H14 1.100
4 C 0.6130 1.2773 0.0278  C3 1.559, C5 1.352, C6 1.513
5 C 0.2801 2.4316 0.6482  C4 1.352, H15 1.152, H16 1.094
6 C 1.8329 1.2006 -0.8631  C4 1.513, C7 1.569, H17 1.054, H18 1.070
7 C 2.2821 2.6034 -1.4049  C6 1.569, H19 1.015, H20 1.182, H21 1.106
8 N -2.2529 0.6078 -0.9148  C2 1.428, H22 0.995, H23 1.070
9 H -1.6076 -2.5495 -1.2637  C1 1.079
10 H -1.4699 -2.3263 0.5381  C1 1.117
11 H -2.8911 -1.7860 -0.2342  C1 1.119
12 H -0.6329 -0.4834 -1.7031  C2 1.082
13 H -1.0890 0.3320 1.2427  C3 1.140
14 H 0.2996 -0.7110 0.7026  C3 1.100
15 H 0.7102 3.4985 0.7106  C5 1.152
16 H -0.6210 2.6357 1.2344  C5 1.094
17 H 2.6451 0.6658 -0.4563  C6 1.054
18 H 1.4347 0.6587 -1.6955  C6 1.070
19 H 1.5527 3.3055 -1.3390  C7 1.015
20 H 3.1966 2.9755 -0.7541  C7 1.182
21 H 2.8051 2.6089 -2.3789  C7 1.106
22 H -2.9483 0.5081 -1.6200  N8 0.995
23 H -1.8807 1.6092 -0.9674  N8 1.070
24 H -0.7666 -2.4043 3.2028  O26 0.939
25 H 0.0102 -1.2359 2.6701  O26 0.929
26 O -0.8409 -1.6073 2.7121  H24 0.939, H25 0.929
27 H 2.5003 -2.0904 -2.0561  O29 0.925
28 H 2.6245 -1.8649 -3.7834  O29 1.023
29 O 2.2550 -2.2838 -2.9265  H27 0.925, H28 1.023
30 H 2.6357 -1.1844 2.8684  O32 0.940
31 H 2.3491 0.2374 2.7541  O32 0.936
32 O 1.9293 -0.5954 2.6749  H30 0.940, H31 0.936
33 H -0.4049 2.2525 -3.4726  O35 0.932
34 H -1.0331 1.0334 -3.0664  O35 0.910
35 O -1.1371 1.9348 -2.9919  H33 0.932, H34 0.910
36 H -1.4751 0.9661 2.8998  O38 0.958
37 H -1.6426 -0.1816 3.9131  O38 0.918
38 O -1.3941 0.6971 3.8154  H36 0.958, H37 0.918
39 H 0.5334 -1.9688 -3.6541  O41 0.920
40 H -1.0093 -2.0429 -4.1099  O41 0.970
41 O -0.1185 -1.6799 -4.2357  H39 0.920, H40 0.970
42 H 3.4688 3.4575 1.1554  O44 0.965
43 H 2.3725 2.5973 1.9418  O44 1.026
44 O 3.3752 2.7943 1.8503  H42 0.965, H43 1.026
45 H 0.1716 -3.5795 -0.6237  O47 0.999
46 H -0.0973 -2.9424 0.8168  O47 0.985
47 O 0.5551 -3.4608 0.2909  H45 0.999, H46 0.985
48 H -0.1598 -3.5979 -2.7805  O50 0.962
49 H 1.3210 -4.0363 -2.9268  O50 1.000
50 O 0.5049 -4.1523 -2.3603  H48 0.962, H49 1.000
51 H -4.1047 2.1542 2.1955  O53 1.007
52 H -2.9278 2.1198 1.2444  O53 1.000
53 O -3.1060 2.0291 2.2244  H51 1.007, H52 1.000
54 H -4.2442 0.2528 -0.0575  O56 0.948
55 H -4.4568 -0.7315 1.0478  O56 0.998
56 O -4.9497 -0.0689 0.4879  H54 0.948, H55 0.998
57 H 0.3598 1.8192 3.2077  O59 0.912
58 H 0.5479 3.2726 3.3655  O59 0.954
59 O 1.0143 2.4549 3.2120  H57 0.912, H58 0.954
60 H 2.2148 -1.0823 0.3565  O62 0.958
61 H 1.9173 -2.5010 -0.1657  O62 0.917
62 O 2.3210 -1.7027 -0.3657  H60 0.958, H61 0.917

#Q
This record from the Open Molecules 2025 dataset describes 14 unconnected molecules or ions with the total composition C7H41NO13. The level of theory is wB97M-V/def2-TZVPD.

## Properties
net charge: 0
HOMO-LUMO gap: 7.69 eV
HOMO level: -7.832 eV

Bonds (Å) are listed after each position.
Cartesian coordinates (Å):
1 C -3.2673 0.5155 1.5931  C2 1.523, H9 1.089, H10 1.093, H11 1.090
2 C -2.0108 0.8193 2.3978  C1 1.523, C3 1.544, H12 1.092, H13 1.100
3 C -0.6586 0.9932 1.6726  C2 1.544, C4 1.530, H14 1.095, H15 1.094
4 C -0.6302 2.0990 0.6150  C3 1.530, C7 1.528, H16 1.094, H17 1.081
5 N 2.3798 1.0595 -1.5135  C6 1.396, H18 1.007, H19 1.001
6 C 1.2219 1.0137 -0.7344  N5 1.396, C7 1.337, H20 1.083
7 C 0.6206 2.1106 -0.2629  C4 1.528, C6 1.337, C8 1.498
8 C 1.1298 3.4994 -0.4995  C7 1.498, H21 1.100, H22 1.093, H23 1.092
9 H -3.6710 1.4428 1.1901  C1 1.089
10 H -4.1193 0.2142 2.2087  C1 1.093
11 H -3.1678 -0.2154 0.7913  C1 1.090
12 H -2.1137 1.6055 3.1493  C2 1.092
13 H -1.7630 -0.0196 3.0651  C2 1.100
14 H -0.3685 0.0411 1.2159  C3 1.095
15 H 0.1139 1.2013 2.4190  C3 1.094
16 H -1.2842 1.6931 -0.1625  C4 1.094
17 H -0.9873 2.9947 1.1030  C4 1.081
18 H 2.5462 0.2251 -2.0518  N5 1.007
19 H 3.0788 1.7258 -1.2515  N5 1.001
20 H 0.7264 0.0703 -0.5393  C6 1.083
21 H 1.6602 3.8246 0.4072  C8 1.100
22 H 0.2997 4.1922 -0.6613  C8 1.093
23 H 1.8240 3.7309 -1.3096  C8 1.092
24 H -1.2299 -3.9549 -1.3754  O26 0.976
25 H -0.0881 -4.8970 -1.3967  O26 0.966
26 O -0.6135 -4.3669 -2.0105  H24 0.976, H25 0.966
27 H 4.0869 -1.0317 0.4481  O29 0.978
28 H 3.3715 0.1786 0.7354  O29 0.963
29 O 4.2246 -0.0668 0.3627  H27 0.978, H28 0.963
30 H -1.3299 1.9632 -3.4337  O32 0.965
31 H 0.1537 1.8310 -3.0475  O32 0.970
32 O -0.5848 1.3507 -3.4525  H30 0.965, H31 0.970
33 H 0.5157 -1.4936 -0.7285  O35 0.968
34 H 0.3743 -2.9824 -1.0578  O35 0.973
35 O 0.7667 -2.3727 -0.4098  H33 0.968, H34 0.973
36 H 2.0779 -2.6533 0.8610  O38 0.975
37 H 2.1881 -1.2537 1.3197  O38 0.967
38 O 2.7568 -2.0190 1.1559  H36 0.975, H37 0.967
39 H -3.8153 0.9888 -1.1692  O41 0.973
40 H -2.7193 1.9801 -1.1044  O41 0.951
41 O -3.6695 1.9499 -1.1394  H39 0.973, H40 0.951
42 H -1.9996 -2.1455 2.8294  O44 0.968
43 H -0.7130 -1.8029 2.1358  O44 0.966
44 O -1.5168 -2.3243 2.0094  H42 0.968, H43 0.966
45 H 3.9569 -1.8326 -1.9875  O47 0.940
46 H 2.3996 -2.3217 -1.3342  O47 0.961
47 O 3.0398 -2.0407 -1.9932  H45 0.940, H46 0.961
48 H -2.0437 -2.9415 0.2153  O50 0.978
49 H -3.4002 -3.6629 -0.1207  O50 0.954
50 O -2.8062 -2.9697 -0.3958  H48 0.978, H49 0.954
51 H -1.8068 -1.5136 -1.6675  O53 0.959
52 H -1.2417 -0.3808 -2.5973  O53 0.970
53 O -1.0316 -0.9875 -1.8700  H51 0.959, H52 0.970
54 H -4.3709 -1.2193 -0.9945  O56 0.965
55 H -4.1734 -0.8526 -2.5023  O56 0.959
56 O -4.6236 -0.6027 -1.6928  H54 0.965, H55 0.959
57 H 3.4892 0.0893 3.1518  O59 0.964
58 H 3.1817 1.5085 2.5121  O59 0.957
59 O 2.8458 0.8017 3.0636  H57 0.964, H58 0.957
60 H 4.8834 2.0645 1.5951  O62 0.970
61 H 3.6549 2.3654 0.8112  O62 0.957
62 O 4.2509 2.7820 1.4329  H60 0.970, H61 0.957

Short version: #Q is the most stable of them.